1.
Computed, not measured: C5H6ClNO in the gas phase in a non-equilibrium geometry, with ωB97M-V with the def2-TZVPD basis set.

The spin multiplicity is 1. The calculation puts the LUMO energy at 0.36 eV. Its molar mass is 131.56 g/mol. Its relative energy (zero: lowest compared OMol25 entry of this formula, charge and spin) is 363.0 kJ/mol.

Geometry (Å):
1 C -0.731 0.523 1.407
2 C -0.091 -0.755 0.708
3 O 1.294 -0.806 1.169
4 N 2.136 -0.092 0.395
5 C 1.472 0.141 -0.729
6 C 0.047 -0.279 -0.625
7 C -0.659 -0.132 -1.792
8 Cl -2.270 -0.515 -1.923
9 H -1.722 0.869 0.914
10 H 0.118 1.320 1.165
11 H -0.822 0.234 2.475
12 H -0.685 -1.711 0.926
13 H 1.974 0.887 -1.504
14 H -0.062 0.316 -2.585

2.
Computed, not measured: 2 unconnected molecules or ions with the total composition C24H25N2 in a non-equilibrium geometry, with ωB97M-V with the def2-TZVPD basis set.

The spin multiplicity is 1. The calculation puts the LUMO energy at -4.87 eV. Its total charge is +1. Its molar mass is 341.48 g/mol. Its relative energy (zero: lowest compared OMol25 entry of this formula, charge and spin) is 11.5 kJ/mol.

Geometry (Å):
1 C 0.047 -2.863 3.977
2 C -1.200 -2.622 3.387
3 C -1.495 -1.352 2.888
4 C -0.550 -0.328 2.981
5 C -0.922 1.039 2.446
6 C -0.995 2.128 3.547
7 C -0.175 3.310 3.000
8 C 0.588 2.784 1.774
9 N -0.104 1.565 1.377
10 C 0.673 -0.545 3.630
11 C 0.982 -1.825 4.108
12 H 0.285 -3.862 4.354
13 H -1.954 -3.411 3.317
14 H -2.464 -1.127 2.434
15 H -1.923 0.950 2.004
16 H -2.043 2.400 3.714
17 H -0.568 1.756 4.485
18 H -0.859 4.115 2.708
19 H 0.509 3.706 3.755
20 H 0.596 3.534 0.974
21 H 1.639 2.557 2.021
22 H 0.459 0.902 0.854
23 H 1.381 0.278 3.763
24 H 1.946 -2.007 4.590
25 C 1.619 -0.239 -4.691
26 N 0.786 -0.209 -3.494
27 C 1.411 -0.584 -2.321
28 C 2.774 -0.900 -2.291
29 C 3.381 -1.341 -1.117
30 C 2.622 -1.505 0.056
31 C 1.269 -1.200 0.053
32 C 0.641 -0.667 -1.108
33 C -0.684 -0.207 -1.128
34 C -1.342 0.021 -2.348
35 C -0.574 0.014 -3.571
36 C -1.241 0.192 -4.799
37 C -2.629 0.326 -4.848
38 C -3.383 0.316 -3.662
39 C -2.748 0.185 -2.436
40 H 1.068 0.061 -5.574
41 H 2.473 0.440 -4.575
42 H 2.002 -1.256 -4.851
43 H 3.375 -0.811 -3.196
44 H 4.445 -1.567 -1.124
45 H 3.097 -1.865 0.967
46 H 0.651 -1.373 0.941
47 H -1.267 -0.181 -0.210
48 H -0.693 0.219 -5.739
49 H -3.124 0.438 -5.811
50 H -4.465 0.421 -3.710
51 H -3.316 0.192 -1.502

3.
Computed, not measured: 6 unconnected molecules or ions with the total composition C32H25F41O8 in a non-equilibrium geometry, with ωB97M-V with the def2-TZVPD basis set.

The spin multiplicity is 1. The calculation puts the LUMO energy at -0.38 eV. Its molar mass is 1316.46 g/mol.

Geometry (Å):
1 F -0.546 0.383 -2.543
2 C -0.196 1.330 -3.441
3 F -0.064 0.705 -4.639
4 C 1.117 2.012 -3.063
5 F 2.137 1.116 -3.076
6 F 1.394 2.921 -4.040
7 C 1.125 2.780 -1.728
8 O 1.681 2.108 -0.609
9 C 0.879 1.260 0.130
10 F -0.406 1.352 -0.261
11 F 0.925 1.697 1.409
12 C 1.395 -0.176 0.091
13 F 1.420 -0.649 -1.172
14 F 0.577 -0.982 0.812
15 H -1.005 2.054 -3.526
16 H 1.780 3.629 -1.872
17 H 0.150 3.213 -1.502
18 H 2.405 -0.238 0.501
19 F -3.887 1.977 -5.635
20 C -3.843 3.058 -4.837
21 F -2.631 3.049 -4.214
22 C -4.950 3.037 -3.785
23 F -4.800 1.985 -2.955
24 F -4.789 4.158 -3.019
25 C -6.394 3.060 -4.318
26 O -7.063 1.814 -4.389
27 C -6.887 1.032 -5.519
28 F -6.212 1.710 -6.467
29 F -8.117 0.792 -6.018
30 C -6.227 -0.305 -5.185
31 F -5.010 -0.113 -4.634
32 F -6.057 -1.029 -6.314
33 H -3.899 3.956 -5.456
34 H -6.969 3.629 -3.588
35 H -6.480 3.622 -5.248
36 H -6.841 -0.874 -4.484
37 F 1.102 -11.339 4.510
38 C 2.143 -11.150 5.348
39 F 2.839 -12.313 5.390
40 C 1.674 -10.783 6.755
41 F 0.964 -11.795 7.300
42 F 2.791 -10.641 7.525
43 C 0.876 -9.475 6.887
44 O -0.539 -9.595 6.942
45 C -1.246 -9.653 5.755
46 F -0.441 -9.402 4.705
47 F -2.152 -8.650 5.795
48 C -1.994 -10.977 5.606
49 F -1.137 -12.017 5.611
50 F -2.659 -11.000 4.427
51 H 2.796 -10.375 4.938
52 H 1.143 -9.060 7.858
53 H 1.192 -8.722 6.164
54 H -2.709 -11.110 6.422
55 F 5.402 3.498 -3.317
56 C 4.636 2.925 -2.366
57 F 3.781 3.889 -1.913
58 C 5.479 2.393 -1.208
59 F 6.123 3.404 -0.583
60 F 4.620 1.861 -0.293
61 C 6.489 1.288 -1.561
62 O 7.834 1.695 -1.759
63 C 8.212 2.141 -3.012
64 F 7.228 1.941 -3.909
65 F 9.252 1.370 -3.400
66 C 8.674 3.597 -2.978
67 F 7.684 4.405 -2.547
68 F 9.019 4.001 -4.223
69 H 4.044 2.132 -2.819
70 H 6.534 0.640 -0.687
71 H 6.134 0.650 -2.370
72 H 9.533 3.714 -2.314
73 F -4.862 7.046 0.507
74 C -4.181 6.093 -0.164
75 F -4.060 5.032 0.669
76 C -2.794 6.578 -0.587
77 F -2.036 6.854 0.495
78 F -2.185 5.537 -1.229
79 C -2.758 7.776 -1.551
80 O -2.528 9.050 -0.973
81 C -3.610 9.757 -0.478
82 F -4.768 9.148 -0.803
83 F -3.612 10.952 -1.107
84 C -3.489 9.998 1.026
85 F -3.432 8.830 1.696
86 F -4.571 10.675 1.473
87 H -4.769 5.778 -1.030
88 H -1.891 7.615 -2.190
89 H -3.613 7.785 -2.227
90 H -2.589 10.574 1.253
91 C -0.596 -1.837 2.974
92 C -0.086 -3.020 2.822
93 C 0.445 -3.896 3.927
94 C 1.824 -4.425 3.654
95 C 2.669 -4.047 2.739
96 F 2.573 -3.108 1.845
97 C 3.942 -4.858 2.766
98 O 4.936 -4.707 2.252
99 O 3.636 -5.886 3.629
100 C 2.552 -5.550 4.385
101 O 2.216 -6.029 5.363
102 H -0.543 -1.341 3.938
103 H -1.022 -1.357 2.113
104 H 0.010 -3.414 1.812
105 H -0.238 -4.753 4.006
106 H 0.400 -3.411 4.908

4.
Computed, not measured: 2 unconnected molecules or ions with the total composition C2H6O3 in a non-equilibrium geometry, with ωB97M-V with the def2-TZVPD basis set.

The spin multiplicity is 1. The calculation puts the LUMO energy at 0.59 eV. Its molar mass is 78.07 g/mol. Its relative energy (zero: lowest compared OMol25 entry of this formula, charge and spin) is 123.3 kJ/mol.

Geometry (Å):
1 C -1.032 0.265 -0.844
2 C -0.469 0.585 0.591
3 O 0.618 0.306 0.976
4 O -1.500 1.301 1.264
5 H -0.654 -0.708 -0.879
6 H -0.763 1.008 -1.632
7 H -2.131 0.262 -0.707
8 H -1.369 1.386 2.125
9 O 2.078 -2.118 -1.545
10 H 2.736 -1.446 -1.920
11 H 1.622 -1.517 -1.024

Results for HOMO energy: -8.511 -10.796 -10.166 -11.040 (in eV, following the order of the records).